Density functional theory data (ωB97M-V with the def2-TZVPD basis set) for 2 unconnected molecules or ions with the total composition C2H3N2O2 in a non-equilibrium geometry.

The geometry in XYZ format:
```
9
Properties=species:S:1:pos:R:3:forces:R:3
O 2.447925 -1.837315 0.522817 -0.42 0.35 0.21
O -1.739056 0.192532 -1.400271 0.32 -0.25 0.21
N 0.582211 0.907536 0.519838 1.16 -3.46 1.51
N 1.649176 -1.085388 0.833510 1.77 -1.62 -0.78
C 0.783046 -0.280297 1.166023 -2.34 2.86 0.20
C 0.401341 1.911529 -0.022592 -0.52 2.55 -1.38
H 0.109689 -0.467062 2.003473 0.28 -0.65 0.16
H -2.030163 -0.368143 -2.127611 -0.09 0.15 0.01
H -2.204168 1.026607 -1.495186 -0.16 0.06 -0.15
```
Forces are in eV/Å.

Energy above the lowest of the compared OMol25 structures with the same formula, charge and spin in kJ/mol: 639.0
Total charge: +1
Kohn-Sham gap in eV: 6.20
Highest occupied orbital energy in eV: -15.136
Total energy in Ha: -337.4948


Density functional theory data (ωB97M-V with the def2-TZVPD basis set) for a single C4H8N2 molecule in a non-equilibrium geometry.

The geometry in XYZ format:
```
14
Properties=species:S:1:pos:R:3:forces:R:3
N -1.381749 -0.624572 0.899468 2.95 -0.25 -1.65
N -0.691324 -0.967091 -0.315523 -1.88 1.17 -0.42
C 0.274007 1.299911 1.103679 -4.15 -0.29 1.96
C 1.345334 -0.602748 -1.406482 -0.82 0.20 0.83
C -0.888948 0.608266 1.374825 0.56 1.58 -0.04
C 0.559927 -1.036842 -0.182351 3.41 -0.54 -0.16
H 2.188113 -1.224472 -1.663213 0.17 -0.07 -0.01
H 0.917048 0.790554 0.511919 2.39 -0.47 -1.44
H 1.637592 0.460233 -1.285409 0.30 -0.75 0.32
H -1.541736 1.076222 2.063430 -0.88 0.22 0.66
H 0.618682 -0.510810 -2.169483 -0.60 -0.20 -1.89
H -1.191990 -0.625483 -1.212197 0.65 -0.26 1.27
H 0.446045 2.296737 1.547571 -0.10 -0.94 -0.27
H -2.291002 -0.939906 0.733766 -1.97 0.60 0.83
```
Forces are in eV/Å.

Energy above the lowest of the compared OMol25 structures with the same formula, charge and spin in kJ/mol: 485.5
Kohn-Sham gap in eV: 8.84
Highest occupied orbital energy in eV: -7.785
Total energy in Ha: -266.5371


Density functional theory data (ωB97M-V with the def2-TZVPD basis set) for a single C3H5ClO2S molecule in a non-equilibrium geometry.

The geometry in XYZ format:
```
12
Properties=species:S:1:pos:R:3:forces:R:3
Cl 1.163230 -0.808634 -2.423847 0.99 0.50 0.89
S -1.112812 1.371041 1.806020 0.09 1.10 -3.86
O -0.615698 1.035056 -0.921405 -1.28 -2.87 -2.98
O -0.543981 -1.225374 1.719853 -0.19 1.10 -0.51
C -0.190093 -0.220614 -0.312790 -1.92 0.19 -2.81
C 1.282555 -0.278773 -0.623041 0.86 0.50 -0.06
C -0.612215 -0.194790 1.066830 0.18 -1.69 3.94
H -1.131100 1.051240 3.013082 0.07 -1.43 2.81
H -0.875573 0.547997 -1.811158 0.53 2.74 2.00
H 1.864724 -1.142259 -0.066035 -0.92 2.26 -1.11
H 1.577780 0.955137 -0.562693 -0.03 -3.98 -0.15
H -0.806816 -1.090027 -0.884816 1.61 1.59 1.84
```
Forces are in eV/Å.

Energy above the lowest of the compared OMol25 structures with the same formula, charge and spin in kJ/mol: 151.4
Structure (SMILES): O=C(S)[C@@H](O)CCl
Kohn-Sham gap in eV: 10.47
Highest occupied orbital energy in eV: -10.195
Total energy in Ha: -1126.0969


Density functional theory data (ωB97M-V with the def2-TZVPD basis set) for a single C4H9N3O molecule in a non-equilibrium geometry.

The geometry in XYZ format:
```
17
Properties=species:S:1:pos:R:3:forces:R:3
O 1.970813 -1.567188 0.057791 -1.19 3.91 -1.50
N -0.395373 1.988274 -0.189767 -2.15 5.39 -2.17
N 1.660648 0.976567 0.540457 -0.46 3.01 0.60
N 0.635085 -1.295094 -0.431049 1.51 -3.69 0.42
C -2.412058 -0.800970 0.794802 2.25 -1.12 -3.49
C -1.532659 -0.343816 -0.589850 0.09 -0.99 -1.08
C 0.423907 1.029913 0.088077 4.20 -3.30 0.79
C -0.050799 -0.256956 -0.315085 -0.74 0.86 0.96
H -1.309027 -1.145932 -1.442762 -2.31 1.36 1.49
H -1.979411 0.765058 -0.998888 0.51 -4.27 0.80
H -3.353127 -0.787533 0.299174 -1.27 -0.36 0.54
H 2.063038 1.918152 0.867533 -0.88 -1.53 -0.83
H -1.218757 1.896637 -0.924856 3.00 0.24 2.38
H 0.169448 2.832604 -0.333059 -0.93 0.15 0.26
H 2.401172 -0.591101 0.076332 -1.28 -2.21 0.62
H -2.291152 0.012023 1.449220 0.00 0.82 1.13
H -2.121551 -1.819666 1.239819 -0.33 1.72 -0.93
```
Forces are in eV/Å.

Energy above the lowest of the compared OMol25 structures with the same formula, charge and spin in kJ/mol: 530.5
Structure (SMILES): [H]/N=C(N)/C(CC)=N\O
Kohn-Sham gap in eV: 9.72
Highest occupied orbital energy in eV: -9.302
Total energy in Ha: -397.1486